No. 1
Formula: C9H11F2NO3S
Source: the Open Molecules 2025 dataset
Level of theory: ωB97M-V/def2-TZVPD

Atoms and positions in Å:
O1 -2.096 1.974 0.653
S1 -1.079 2.774 0.073
O2 -0.652 3.947 0.750
F1 -1.528 3.173 -1.348
N1 0.251 1.923 -0.397
C1 0.967 1.383 0.770
C2 2.466 1.484 0.526
F2 3.109 0.645 1.398
C3 0.063 0.978 -1.509
O3 -1.058 0.149 -1.400
C4 -0.881 -1.028 -0.691
C5 0.129 -1.933 -0.991
C6 0.255 -3.107 -0.254
C7 -0.645 -3.379 0.773
C8 -1.679 -2.486 1.057
C9 -1.794 -1.311 0.324
H1 0.721 0.342 0.977
H2 0.701 1.950 1.654
H3 2.687 1.180 -0.493
H4 2.795 2.506 0.683
H5 0.983 0.412 -1.601
H6 -0.057 1.552 -2.419
H7 0.823 -1.743 -1.795
H8 1.040 -3.806 -0.478
H9 -0.561 -4.281 1.359
H10 -2.380 -2.692 1.846
H11 -2.580 -0.605 0.531

Properties
HOMO energy	-9.21	eV
net charge	0
SMILES string	O=S(=O)(F)N(CCF)COc1ccccc1
orbital gap	9.9	eV

No. 2
Formula: C9H11F3N
Source: the Open Molecules 2025 dataset
Level of theory: ωB97M-V/def2-TZVPD

Atoms and positions in Å:
C1 0.709 0.135 -0.932
C2 0.030 1.429 -1.158
C3 -1.290 1.681 -1.345
C4 -2.418 0.833 -1.330
C5 -2.425 -0.534 -1.324
C6 -1.305 -1.397 -1.303
C7 0.010 -1.156 -1.080
H1 1.485 0.094 -1.727
H2 0.717 2.285 -1.211
H3 -1.541 2.738 -1.462
H4 -3.389 1.341 -1.358
H5 -3.404 -1.028 -1.368
H6 -1.576 -2.450 -1.414
H7 0.681 -2.028 -1.103
F1 0.702 -1.167 3.691
C8 1.454 -0.757 2.644
F2 2.592 -0.224 3.177
F3 1.833 -1.882 1.978
C9 0.803 0.215 1.730
N1 1.461 0.174 0.343
H8 -0.272 0.040 1.699
H9 0.996 1.213 2.150
H10 2.146 -0.596 0.374
H11 2.000 1.040 0.328

Properties
HOMO energy	-12.39	eV
net charge	+1
SMILES string	FC(F)(F)C[NH2+]C1C=CC=CC=C1
orbital gap	8.2	eV

No. 3
Formula: C9H11FN2O
Source: the Open Molecules 2025 dataset
Level of theory: ωB97M-V/def2-TZVPD

Atoms and positions in Å:
C1 0.131 -0.781 2.373
C2 -0.442 0.896 3.754
C3 -0.862 1.745 2.659
C4 -0.832 1.214 1.413
C5 -0.188 -0.002 1.243
C6 0.799 -1.283 -0.641
C7 1.056 -0.968 -1.962
C8 -0.461 -0.825 -2.633
C9 -0.300 0.642 -2.709
H1 -0.613 1.485 4.655
H2 -0.929 2.858 2.878
H3 -1.010 1.728 0.527
H4 1.714 -1.216 0.190
H5 0.449 -2.312 -0.422
H6 1.574 -1.735 -2.547
H7 -1.296 -1.077 -1.930
H8 -0.446 -1.446 -3.569
H9 -0.856 1.153 -1.907
H10 -0.374 1.096 -3.635
H11 1.326 1.189 -1.440
N1 -0.001 -0.437 3.651
N2 1.102 0.502 -2.234
O1 -0.318 -0.490 -0.064
F1 0.776 -1.933 2.349

Properties
HOMO energy	-8.77	eV
net charge	0
SMILES string	Fc1ncccc1OC[C@H]1CCN1
orbital gap	9.3	eV

No. 4
Formula: C9H11FN5O3P
Source: the Open Molecules 2025 dataset
Level of theory: ωB97M-V/def2-TZVPD

Atoms and positions in Å:
C1 -1.849 -2.144 2.186
C2 -1.762 -0.524 2.046
O1 -2.809 0.104 2.380
N1 -0.523 0.135 1.523
C3 -0.243 1.431 2.208
C4 -0.705 0.256 0.055
C5 -1.866 1.311 -0.375
N2 -2.688 2.128 -0.699
C6 0.672 0.469 -0.785
C7 1.994 0.155 0.101
N3 2.755 -0.143 0.989
P1 0.834 2.294 -1.325
N4 0.262 2.632 -2.783
C8 0.756 -0.591 -2.019
O2 1.002 -0.286 -3.204
N5 0.581 -2.059 -1.742
C9 1.884 -2.720 -2.067
O3 2.999 -2.235 -1.763
F1 1.933 -3.993 -2.738
H1 -2.972 -2.402 2.083
H2 -1.224 -2.588 1.338
H3 -1.486 -2.414 3.235
H4 0.814 1.331 2.679
H5 -0.197 2.348 1.531
H6 -0.943 1.673 3.085
H7 -1.121 -0.770 -0.298
H8 2.233 2.623 -1.204
H9 0.147 3.202 -0.411
H10 1.103 2.980 -3.304
H11 0.422 -2.203 -0.723

Properties
HOMO energy	-9.18	eV
net charge	0
SMILES string	CC(=O)N(C)[C@@H](C#N)[C@](C#N)([PH2]=N)C(=O)NC(=O)F
orbital gap	8.5	eV

No. 5
Formula: C9H11IN3O2
Source: the Open Molecules 2025 dataset
Level of theory: ωB97M-V/def2-TZVPD

Atoms and positions in Å:
C1 -3.087 0.919 0.109
N1 -1.610 1.254 0.052
C2 -0.983 0.801 -1.270
C3 -0.116 -0.615 -1.071
N2 -1.126 -1.680 -0.700
I1 -0.230 -3.532 -0.532
C4 0.559 -0.984 -2.518
O1 1.727 -1.596 -2.725
O2 -0.238 -0.648 -3.742
C5 0.979 -0.284 0.126
C6 0.593 -0.617 1.720
C7 1.830 -0.162 2.731
C8 3.237 0.521 2.285
N3 3.529 0.753 0.842
C9 2.455 0.362 -0.114
H1 -3.262 0.344 1.136
H2 -3.317 0.126 -0.741
H3 -3.793 1.849 0.022
H4 -1.571 2.313 0.076
H5 -0.183 1.633 -1.542
H6 -1.763 0.740 -2.141
H7 -1.615 -1.451 0.193
H8 -0.413 -1.104 2.064
H9 1.659 -0.325 3.896
H10 4.020 0.829 3.107
H11 2.719 0.554 -1.264

Properties
HOMO energy	-4.28	eV
net charge	-1
SMILES string	CNC[C@@](NI)(C(=O)[O-])c1cccnc1
orbital gap	6.9	eV

No. 6
Formula: C9H11N2
Source: the Open Molecules 2025 dataset
Level of theory: ωB97M-V/def2-TZVPD

Atoms and positions in Å:
C1 0.538 2.304 -0.126
C2 1.874 1.624 -0.342
C3 0.988 -2.030 0.179
C4 -0.245 -1.079 -0.008
C5 -0.436 1.371 -0.021
C6 2.269 -1.148 0.000
C7 -1.949 1.213 0.339
C8 -2.374 -0.113 -0.334
C9 1.829 0.301 -0.234
N1 0.177 0.131 0.033
N2 -1.553 -1.272 0.087
H1 0.601 3.331 -0.161
H2 2.700 2.147 -0.534
H3 1.071 -2.440 1.188
H4 0.805 -2.884 -0.482
H5 2.735 -1.331 0.899
H6 2.870 -1.431 -0.859
H7 -1.759 1.305 1.455
H8 -2.409 2.146 -0.021
H9 -3.465 -0.136 0.039
H10 -2.426 0.176 -1.445
H11 -1.839 -2.185 0.347

Properties
HOMO energy	-12.80	eV
net charge	+1
SMILES string	c1cc2n3c1CC[NH+]=C3CC2
orbital gap	9.1	eV

No. 7
Formula: C9H11N3
Source: the Open Molecules 2025 dataset
Level of theory: ωB97M-V/def2-TZVPD

Atoms and positions in Å:
C1 -2.727 -1.203 0.235
C2 -1.350 -0.708 -0.146
C3 -0.264 -1.652 -0.256
C4 0.999 -1.248 -0.273
C5 3.111 -1.152 0.007
C6 1.387 0.143 -0.323
C7 0.380 1.228 -0.179
C8 -0.996 0.639 -0.293
C9 -2.273 1.455 -0.211
H1 -3.768 -0.655 -0.142
H2 -2.929 -2.245 -0.104
H3 -2.886 -1.062 1.464
H4 -0.453 -2.802 -0.246
H5 4.149 -1.429 0.075
H6 3.341 2.298 -0.402
H7 3.331 1.638 1.152
H8 0.545 2.272 0.147
H9 -2.100 2.525 -0.449
H10 -3.342 1.162 -0.867
H11 -2.499 1.357 1.011
N1 2.186 -2.032 -0.148
N2 2.685 0.175 -0.146
N3 3.473 1.297 0.093

Properties
HOMO energy	-8.03	eV
net charge	0
SMILES string	Cc1cc2ncn(N)c2cc1C
orbital gap	8.6	eV

No. 8
Formula: C9H11N3
Source: the Open Molecules 2025 dataset
Level of theory: ωB97M-V/def2-TZVPD

Atoms and positions in Å:
C1 2.959 -1.228 0.036
C2 1.490 -0.767 -0.178
C3 0.386 -1.690 -0.059
C4 -0.935 -1.218 -0.076
C5 -2.995 -1.091 -0.022
C6 -1.189 0.076 -0.072
C7 -0.210 1.086 0.042
C8 1.104 0.612 -0.069
C9 2.166 1.691 -0.113
H1 3.194 -2.264 -0.330
H2 3.693 -0.499 -0.433
H3 3.271 -1.127 1.135
H4 0.451 -2.776 0.080
H5 -4.050 -1.477 -0.071
H6 -3.989 1.388 0.843
H7 -3.736 1.843 -0.830
H8 -0.534 2.146 0.200
H9 3.002 1.344 0.447
H10 2.335 2.213 -1.036
H11 1.769 2.418 0.635
N1 -2.043 -2.006 -0.033
N2 -2.571 0.203 -0.119
N3 -3.566 1.124 0.023

Properties
HOMO energy	-8.19	eV
net charge	0
SMILES string	Cc1cc2ncn(N)c2cc1C
orbital gap	8.9	eV